No. 1
{"formula": "C22H32BiN5O4S5", "method": "wB97M-V/def2-TZVPD", "de_lowest_kcal_mol": 0.0, "homo_lumo_gap_ev": 8.425, "total_charge": 2, "lumo_energy_ev": -5.6, "symbols": ["Bi", "C", "C", "S", "C", "C", "S", "C", "C", "S", "C", "C", "S", "H", "H", "H", "H", "H", "H", "H", "H", "H", "H", "H", "H", "H", "H", "H", "H", "O", "C", "C", "C", "C", "C", "C", "C", "O", "N", "O", "O", "H", "H", "H", "H", "N", "C", "C", "C", "N", "H", "H", "H", "H", "S", "C", "N", "C", "C", "C", "N", "H", "H", "H", "H", "H", "H", "H", "H"], "xyz": [[-0.01443, 0.40045, -0.07744], [-1.11119, -2.41930, 2.33594], [0.27966, -2.07309, 2.86026], [1.55570, -1.68348, 1.62653], [1.80722, -3.26723, 0.75712], [1.49491, -3.21904, -0.73676], [-0.23156, -2.73722, -0.92961], [-0.47027, -2.39439, -2.68196], [-1.90927, -1.91422, -2.84762], [-2.30296, -0.37052, -1.95794], [-3.53871, -0.86631, -0.71249], [-3.11454, -1.75639, 0.44938], [-1.95312, -0.97570, 1.62577], [-1.73101, -2.77415, 3.15906], [-1.07626, -3.19654, 1.57431], [0.64637, -2.90034, 3.46722], [0.25415, -1.19328, 3.50628], [1.21284, -4.02770, 1.26531], [2.85471, -3.52742, 0.89242], [1.64533, -4.21060, -1.16047], [2.12921, -2.49961, -1.25173], [-0.32297, -3.29659, -3.27387], [0.24529, -1.63636, -3.00691], [-2.62239, -2.66932, -2.51457], [-2.10879, -1.71340, -3.89808], [-4.33979, -1.37252, -1.25257], [-3.95253, 0.07992, -0.36215], [-2.65600, -2.67867, 0.10137], [-4.00516, -2.01500, 1.02217], [2.02468, -0.21200, -1.49346], [2.74731, 0.45832, -2.23845], [2.64445, 1.86810, -2.50994], [3.69629, 2.43018, -3.25404], [3.69499, 3.76232, -3.53633], [2.64785, 4.58775, -3.11938], [1.60790, 4.05301, -2.39845], [1.56455, 2.67865, -2.06954], [0.55018, 2.22827, -1.37814], [4.81742, 4.34144, -4.30121], [4.74512, 5.51846, -4.57641], [5.72046, 3.59547, -4.61439], [3.57554, -0.05775, -2.74668], [4.51645, 1.81365, -3.60559], [2.67455, 5.63870, -3.37624], [0.78738, 4.68200, -2.07126], [-1.93829, 3.04309, -0.67947], [-2.98437, 3.83205, -0.41521], [-3.60401, 3.33207, 0.71204], [-2.83350, 2.23135, 1.08104], [-1.81467, 2.05518, 0.22811], [-1.19830, 3.12756, -1.36773], [-3.21634, 4.68450, -1.03446], [-4.47767, 3.72159, 1.20709], [-2.96478, 1.57783, 1.93047], [0.93894, 1.76799, 2.06383], [2.62040, 1.96735, 1.62949], [3.54324, 1.12753, 2.06977], [4.98267, 1.28939, 1.80432], [5.15886, 1.99882, 0.47398], [4.35290, 3.28377, 0.46205], [2.96894, 2.98651, 0.86261], [3.21956, 0.36235, 2.63988], [5.43256, 0.30010, 1.79006], [5.43749, 1.85526, 2.61795], [4.81214, 1.34580, -0.33186], [6.21042, 2.21578, 0.29798], [4.32148, 3.72486, -0.53254], [4.77299, 4.02003, 1.14795], [2.22220, 3.59673, 0.56953]], "forces_ev_per_a": [[0.3, 0.2, -0.3], [0.1, 0.0, 0.0], [-0.1, 0.0, 0.0], [-0.1, 0.0, 0.0], [0.0, 0.0, 0.0], [0.0, 0.0, 0.0], [0.0, 0.0, 0.1], [0.0, 0.1, 0.0], [0.0, 0.0, 0.0], [0.0, 0.1, 0.1], [0.0, 0.0, 0.0], [0.0, 0.0, 0.0], [0.0, 0.2, -0.1], [0.0, 0.0, 0.0], [0.0, 0.0, 0.0], [0.0, 0.0, 0.0], [0.0, 0.0, 0.0], [0.0, 0.0, 0.0], [0.0, -0.1, 0.0], [0.0, 0.0, 0.0], [0.0, 0.0, 0.0], [0.0, 0.0, 0.0], [0.0, 0.0, 0.0], [0.0, 0.0, 0.0], [0.0, 0.0, 0.0], [0.0, 0.0, 0.0], [0.0, 0.0, 0.0], [0.0, 0.0, 0.0], [0.0, 0.0, 0.0], [-0.1, 0.0, 0.1], [0.0, 0.2, 0.0], [0.1, -0.3, 0.0], [0.1, -0.2, 0.0], [0.1, 0.2, 0.0], [0.0, 0.0, 0.0], [-0.1, 0.0, 0.0], [0.0, 0.0, 0.2], [-0.1, -0.1, 0.0], [-0.1, 0.0, -0.2], [0.0, 0.0, 0.1], [0.0, -0.1, 0.1], [0.0, 0.0, 0.0], [0.0, 0.0, 0.0], [0.0, 0.0, 0.0], [0.1, 0.0, 0.0], [0.1, -0.1, 0.1], [-0.1, 0.0, -0.1], [0.0, 0.0, 0.0], [0.1, -0.1, 0.1], [-0.3, 0.1, 0.0], [0.0, 0.0, 0.0], [0.0, -0.1, 0.0], [0.1, 0.0, 0.0], [0.0, 0.0, -0.1], [0.0, 0.0, 0.1], [0.1, -0.2, -0.2], [0.0, 0.1, 0.0], [-0.2, 0.0, 0.0], [0.0, -0.1, -0.1], [-0.1, 0.0, 0.1], [0.1, 0.1, 0.0], [0.0, 0.0, 0.0], [0.0, 0.0, 0.0], [0.0, 0.0, 0.0], [0.0, 0.0, 0.0], [0.0, 0.0, 0.0], [0.0, 0.0, 0.0], [0.0, 0.0, 0.0], [0.0, 0.0, 0.0]]}


No. 2
{"formula": "C22H32Cl2N3O3SSn", "method": "wB97M-V/def2-TZVPD", "de_lowest_kcal_mol": 0.0, "homo_lumo_gap_ev": [4.236, 4.001], "total_charge": -1, "lumo_energy_ev": [2.5, 2.6], "symbols": ["O", "C", "C", "C", "H", "C", "H", "C", "H", "C", "H", "C", "H", "H", "C", "C", "H", "H", "H", "C", "C", "H", "H", "H", "H", "Sn", "Cl", "Cl", "C", "O", "N", "C", "C", "H", "H", "H", "H", "H", "H", "H", "H", "H", "C", "C", "N", "H", "C", "O", "H", "H", "H", "H", "S", "C", "N", "C", "C", "C", "C", "H", "H", "H", "H", "H"], "xyz": [[-0.04086, 1.36001, -1.88030], [0.24913, 2.64228, -1.36678], [-0.22792, 3.68495, -2.39489], [-0.78140, 3.29580, -3.61519], [-0.75783, 2.24116, -3.89805], [-1.36183, 4.26560, -4.44095], [-1.81829, 3.94884, -5.37553], [-1.35706, 5.61210, -4.06274], [-1.82708, 6.36104, -4.69853], [-0.76090, 6.00591, -2.85879], [-0.75057, 7.05384, -2.55134], [-0.17826, 5.04180, -2.03623], [0.31637, 5.30352, -1.09626], [-0.38487, 2.80820, -0.48248], [2.70778, 2.73180, -2.07971], [1.69869, 2.71227, -0.97151], [3.69760, 2.43439, -1.70495], [2.79797, 3.73322, -2.52971], [2.39318, 2.03510, -2.87510], [1.92010, 2.37158, 0.30753], [3.13759, 1.71939, 0.84340], [1.12004, 2.54958, 1.03150], [4.03629, 2.34473, 0.75904], [3.34664, 0.74931, 0.36512], [2.94470, 1.51905, 1.90200], [-0.83502, -0.27459, -1.18338], [-0.07111, -1.39029, -3.16641], [-1.25629, 0.78299, 0.96142], [1.51632, -2.23349, -0.53131], [0.57640, -1.50222, -0.05295], [1.96278, -3.29556, 0.11337], [1.55959, -3.63029, 1.48225], [2.80896, -4.26516, -0.58067], [1.97342, -2.00086, -1.50321], [0.93743, -2.84217, 1.91053], [2.46520, -3.77281, 2.08496], [1.01710, -4.58404, 1.48047], [3.35864, -3.75525, -1.38055], [2.20254, -5.06990, -1.02602], [3.50760, -4.71491, 0.13177], [-0.51279, -1.06896, 5.73434], [-2.94703, 1.46630, 5.24061], [-0.31056, -0.25656, 5.02291], [-2.04517, 1.49817, 4.61091], [-1.53511, 0.15593, 4.37084], [0.41100, -0.60338, 4.27265], [-2.17330, -0.68628, 3.53742], [-1.71510, -1.76152, 3.11839], [-2.30359, 1.96918, 3.65350], [-3.16832, -0.30410, 3.23071], [0.08698, 0.60618, 5.56386], [-1.26617, 2.07684, 5.11608], [-3.20191, -1.04529, -1.33327], [-2.60390, -2.62078, -0.90121], [-2.26550, -2.85581, 0.40869], [-1.72823, -4.04910, 0.79997], [-1.49289, -5.03860, -0.13691], [-1.73862, -4.78365, -1.49785], [-2.32525, -3.58561, -1.86929], [-2.36840, -2.13175, 1.13576], [-1.52288, -4.12905, 1.87018], [-1.09463, -5.99844, 0.19054], [-1.49069, -5.51601, -2.26576], [-2.53069, -3.31465, -2.90287]], "forces_ev_per_a": [[1.3, 1.7, -0.7], [-1.5, 0.4, -0.7], [0.3, 0.0, 0.3], [-0.1, 0.4, 0.0], [-0.1, 0.3, 0.2], [0.3, 0.1, 0.3], [0.0, 0.2, 0.1], [-0.1, -0.1, 0.1], [0.1, -0.2, 0.1], [0.2, -0.3, 0.0], [0.0, -0.3, -0.2], [-0.2, -0.3, -0.3], [-0.3, 0.0, -0.2], [0.3, 0.1, 0.0], [0.2, -0.4, 0.0], [-0.3, -0.8, 0.5], [-0.2, 0.1, -0.2], [-0.1, -0.2, 0.2], [0.2, 0.2, 0.2], [-0.2, 0.7, -0.6], [0.6, 0.1, 0.6], [0.0, -0.5, -0.4], [0.0, -0.2, 0.1], [-0.1, 0.3, 0.0], [0.4, -0.1, -0.1], [-0.5, 0.0, 0.3], [0.7, -0.8, -1.5], [-0.2, 0.9, 1.6], [-2.0, 1.7, 0.8], [2.9, -1.6, -0.2], [0.5, -0.7, 0.3], [0.1, -0.2, -0.3], [-0.2, 0.1, 0.0], [-0.2, -0.2, 0.2], [0.0, -0.1, -0.2], [-0.1, 0.1, -0.1], [-0.1, 0.3, 0.0], [-0.1, -0.2, 0.2], [0.1, 0.2, 0.1], [0.0, 0.2, -0.1], [0.2, 0.1, -0.1], [0.2, 0.2, 0.0], [0.1, -0.2, -0.2], [-0.5, -0.2, -0.2], [0.0, -0.1, 0.3], [-0.1, 0.0, 0.2], [0.5, -0.8, -0.9], [-0.7, 1.1, 1.1], [0.2, 0.0, 0.2], [0.3, -0.1, -0.1], [0.1, -0.3, -0.1], [-0.3, 0.0, -0.2], [-1.4, -0.5, 0.0], [-0.7, -0.3, -2.0], [0.1, 0.9, 1.3], [0.3, -1.5, -0.3], [0.2, 0.7, 1.5], [0.2, -1.0, -1.0], [-0.4, 1.4, 0.8], [0.1, -0.4, -0.8], [-0.1, -0.1, -0.4], [0.0, 0.2, 0.0], [-0.1, 0.1, 0.3], [0.1, -0.2, 0.3]]}


No. 3
{"formula": "C22H32CoNO6S2Sb", "method": "wB97M-V/def2-TZVPD", "de_lowest_kcal_mol": 37.8, "multiplicity": 2, "homo_lumo_gap_ev": [5.670, 5.858], "total_charge": -2, "lumo_energy_ev": [4.6, 4.6], "symbols": ["Co", "O", "S", "O", "O", "O", "C", "N", "C", "C", "C", "C", "C", "C", "C", "C", "H", "H", "H", "H", "H", "H", "H", "H", "H", "H", "H", "H", "C", "C", "Sb", "C", "C", "C", "C", "H", "H", "H", "H", "H", "H", "H", "H", "H", "H", "H", "H", "H", "H", "H", "O", "C", "O", "C", "C", "C", "C", "S", "C", "C", "H", "H", "H", "H", "H"], "xyz": [[0.31725, 0.14244, -0.05449], [0.00698, 1.94386, 0.68997], [-0.11366, 1.37036, 2.14151], [-1.30958, 1.96856, 2.80050], [2.49505, -0.10639, 0.47564], [-0.51768, -0.08050, 1.69620], [0.84095, -2.67280, 0.41068], [0.28289, -1.81070, -0.63265], [-1.11080, -2.18194, -0.87556], [1.06643, -1.89656, -1.88277], [0.86004, -0.64522, -2.69594], [1.04027, -0.61629, -4.07181], [0.92679, 0.59158, -4.75276], [0.63112, 1.74649, -4.03809], [0.44387, 1.69450, -2.65956], [0.55254, 0.50070, -1.93968], [0.81022, -3.72971, 0.10369], [0.25652, -2.53211, 1.31932], [1.86086, -2.35469, 0.61330], [-1.18635, -3.23363, -1.19446], [-1.52645, -1.53927, -1.65126], [-1.67405, -2.04531, 0.04658], [0.80414, -2.81708, -2.42932], [2.11834, -1.96137, -1.59531], [1.28013, -1.52741, -4.61610], [1.07343, 0.63234, -5.82688], [0.55306, 2.69424, -4.56290], [0.21615, 2.60764, -2.11658], [-3.42398, -3.99714, 2.66362], [-4.20515, -2.71845, 2.37916], [-3.46534, -0.82360, 3.24927], [-3.47750, 0.11288, 1.31883], [-4.93232, 0.32639, 0.90214], [-1.56255, -1.56125, 3.92010], [-1.74371, -2.26185, 5.26694], [-3.81589, -4.84334, 2.08824], [-3.46604, -4.27930, 3.71742], [-2.36999, -3.88769, 2.40123], [-5.24789, -2.84346, 2.68109], [-4.21339, -2.53467, 1.30121], [-2.93521, -0.49147, 0.59663], [-2.94257, 1.05216, 1.43357], [-5.47156, -0.61712, 0.76823], [-4.98904, 0.87102, -0.04476], [-5.47859, 0.90973, 1.64895], [-0.93499, -0.68061, 4.02494], [-1.08526, -2.19789, 3.17910], [-2.18858, -1.58542, 6.00147], [-0.78315, -2.59906, 5.66895], [-2.39493, -3.13682, 5.20245], [3.42879, 6.55725, -2.01100], [4.40966, 5.64541, -2.29184], [5.36801, 6.03334, -2.92209], [4.20219, 4.27735, -1.81037], [3.14697, 3.88745, -0.97036], [2.98943, 2.58863, -0.54437], [3.90294, 1.60574, -0.96104], [3.73353, -0.03196, -0.45611], [4.96809, 1.98393, -1.80454], [5.11210, 3.28575, -2.21273], [2.70613, 6.10210, -1.56248], [2.40681, 4.59852, -0.60970], [2.15207, 2.30812, 0.08469], [5.67352, 1.22906, -2.13606], [5.92898, 3.57450, -2.86206]], "forces_ev_per_a": [[-0.1, 0.3, -0.2], [0.1, 0.0, 0.0], [-0.2, 0.2, 0.0], [0.0, -0.1, 0.0], [-0.1, -0.1, 0.0], [0.3, -0.4, 0.2], [0.0, 0.0, 0.0], [0.0, -0.1, 0.0], [0.0, 0.0, 0.0], [0.0, 0.0, 0.0], [0.0, 0.0, 0.1], [0.0, 0.0, 0.0], [0.0, 0.0, 0.0], [0.0, 0.0, 0.0], [0.0, 0.0, 0.0], [0.2, -0.1, -0.1], [0.0, 0.0, 0.0], [0.0, 0.0, 0.0], [0.0, 0.0, 0.0], [0.0, 0.0, 0.0], [0.0, 0.0, 0.0], [0.0, 0.0, 0.0], [0.0, 0.0, 0.0], [0.0, 0.0, 0.0], [0.0, 0.0, 0.0], [0.0, 0.0, 0.0], [0.0, 0.0, 0.0], [0.0, 0.0, 0.0], [0.0, 0.0, 0.0], [0.0, 0.0, 0.0], [-0.4, -0.1, 0.1], [0.0, 0.1, 0.0], [0.0, 0.0, 0.0], [0.1, 0.0, 0.1], [0.0, 0.0, 0.0], [0.0, 0.0, 0.0], [0.0, 0.0, 0.0], [0.0, 0.0, 0.0], [0.0, 0.0, 0.0], [0.0, 0.0, 0.0], [0.0, 0.0, 0.0], [0.0, 0.0, 0.0], [0.0, 0.0, 0.0], [0.0, 0.0, 0.0], [0.0, 0.0, 0.0], [0.0, 0.0, -0.1], [0.0, 0.0, 0.0], [0.0, 0.0, 0.0], [0.0, 0.0, 0.0], [0.0, 0.0, 0.0], [0.0, -0.1, 0.0], [0.0, 0.2, -0.1], [0.0, 0.0, 0.0], [0.0, -0.1, 0.1], [0.0, 0.0, 0.0], [0.0, 0.0, 0.0], [0.0, -0.1, 0.0], [0.1, 0.1, -0.1], [0.0, 0.0, 0.0], [0.0, 0.0, 0.0], [0.0, 0.0, 0.0], [0.0, 0.0, 0.0], [0.0, 0.0, 0.0], [0.0, 0.0, 0.0], [0.0, 0.0, 0.0]]}


No. 4
{"formula": "C22H32F3N3O3S", "method": "wB97M-V/def2-TZVPD", "de_lowest_kcal_mol": 0.0, "smiles": "CC1(C)CC(NC(=O)C2CCN(S(=O)(=O)c3ccccc3C(F)(F)F)CC2)CC(C)(C)N1", "homo_lumo_gap_ev": 8.850, "lumo_energy_ev": 0.2, "symbols": ["C", "C", "C", "C", "C", "N", "C", "O", "C", "C", "C", "N", "S", "O", "O", "C", "C", "C", "C", "C", "C", "C", "F", "F", "F", "C", "C", "C", "C", "C", "C", "N", "H", "H", "H", "H", "H", "H", "H", "H", "H", "H", "H", "H", "H", "H", "H", "H", "H", "H", "H", "H", "H", "H", "H", "H", "H", "H", "H", "H", "H", "H", "H", "H"], "xyz": [[-4.14939, -1.79513, -2.45165], [-4.02015, -0.83257, -1.26063], [-5.17580, 0.18170, -1.34414], [-2.66519, -0.11662, -1.35009], [-2.30424, 0.58531, -0.04427], [-1.01212, 1.22946, -0.16243], [-0.81404, 2.53586, 0.09537], [-1.71698, 3.28046, 0.42431], [0.62045, 3.05790, -0.02888], [1.28565, 2.83508, -1.39577], [1.86068, 1.43237, -1.59346], [2.65243, 0.98576, -0.46605], [4.27408, 1.33500, -0.48489], [4.72620, 1.45648, -1.83434], [4.60703, 2.38704, 0.43465], [4.98047, -0.17724, 0.22941], [5.98357, 0.02917, 1.16039], [6.63613, -1.03927, 1.75214], [6.27960, -2.33207, 1.40881], [5.27814, -2.54997, 0.47885], [4.62745, -1.47512, -0.12222], [3.52950, -1.78371, -1.10497], [3.51706, -1.01266, -2.19115], [2.30325, -1.68452, -0.54413], [3.60207, -3.04823, -1.55616], [2.04333, 1.12438, 0.84024], [1.53205, 2.54058, 1.09435], [-2.28267, -0.44058, 1.08715], [-3.62868, -1.16409, 1.23109], [-4.66366, -0.25228, 1.91590], [-3.43052, -2.40318, 2.11848], [-4.03081, -1.66914, -0.07151], [-3.99887, -1.26617, -3.38889], [-3.40942, -2.58649, -2.36913], [-5.13721, -2.24971, -2.46507], [-5.04565, 1.00703, -0.65240], [-5.23415, 0.59182, -2.34960], [-6.12107, -0.30974, -1.12092], [-2.68815, 0.60474, -2.16802], [-1.89420, -0.86045, -1.56568], [-3.00954, 1.39014, 0.17640], [-0.23961, 0.63817, -0.41681], [0.51121, 4.13954, 0.11127], [0.57590, 3.04905, -2.19649], [2.11339, 3.54407, -1.47704], [2.53405, 1.42685, -2.45216], [1.08018, 0.68808, -1.78162], [6.22791, 1.04941, 1.41027], [7.41633, -0.86168, 2.47582], [6.77746, -3.17516, 1.86186], [5.00086, -3.55790, 0.21114], [2.81724, 0.87814, 1.57154], [1.24695, 0.37962, 0.93282], [1.00382, 2.57355, 2.04855], [2.40389, 3.19502, 1.15850], [-2.03095, 0.05030, 2.02837], [-1.51097, -1.18207, 0.86533], [-4.70924, 0.72990, 1.45787], [-4.40366, -0.12169, 2.96371], [-5.65262, -0.70407, 1.86352], [-2.78139, -3.11627, 1.61766], [-2.98391, -2.12489, 3.06935], [-4.38544, -2.88604, 2.31223], [-4.91808, -2.15321, 0.00330]], "forces_ev_per_a": [[0.1, 0.2, 0.2], [0.0, 0.0, -0.5], [0.3, -0.1, 0.1], [-0.3, 0.0, 0.3], [-0.1, -0.1, 0.0], [-0.1, -0.6, -0.1], [0.6, 0.4, -0.1], [-0.3, 0.2, 0.1], [0.0, 0.2, 0.1], [-0.1, -0.2, 0.1], [0.0, 0.2, -0.6], [1.2, 0.4, 0.0], [0.0, -0.5, 0.2], [-0.2, 0.0, -0.2], [-0.1, 0.0, 0.1], [-0.1, 0.5, -0.1], [0.0, 0.2, 0.1], [-0.1, -0.1, -0.1], [0.0, 0.1, 0.0], [-0.1, 0.2, -0.1], [-0.1, -0.2, -0.1], [-0.6, -0.4, -0.3], [0.2, 0.2, -0.1], [-0.1, -0.1, 0.2], [0.3, -0.2, 0.1], [0.0, 0.1, 0.6], [0.0, -0.1, 0.0], [-0.4, 0.1, -0.1], [0.2, -0.1, 0.4], [0.2, -0.1, -0.2], [0.0, 0.3, -0.2], [0.0, -0.2, 0.0], [-0.1, 0.1, -0.2], [0.1, -0.1, 0.0], [-0.2, -0.1, 0.0], [0.0, 0.1, 0.1], [0.0, 0.1, -0.1], [-0.1, 0.0, 0.0], [0.0, 0.0, -0.1], [0.1, -0.1, -0.1], [0.1, -0.1, 0.0], [0.0, 0.1, 0.0], [-0.1, -0.2, 0.0], [0.0, 0.1, -0.1], [0.0, 0.0, 0.0], [-0.3, 0.0, -0.1], [0.1, 0.0, 0.0], [0.1, 0.1, 0.1], [0.1, 0.0, 0.1], [0.0, -0.1, 0.1], [0.0, 0.0, 0.0], [-0.2, -0.1, 0.2], [0.1, 0.0, 0.0], [0.0, 0.0, 0.0], [-0.1, 0.0, 0.1], [0.0, 0.0, 0.1], [0.1, -0.1, 0.0], [-0.1, 0.1, 0.0], [0.0, 0.1, 0.1], [-0.1, 0.0, 0.0], [0.1, -0.1, -0.1], [0.0, 0.0, 0.2], [-0.1, -0.1, 0.1], [0.0, -0.1, 0.0]]}